[1]
# C14H36N10O22

A cluster of 11 separate species, C14H36N10O22 in total at a distorted geometry (ωB97M-V/def2-TZVPD, OMol25).

CARTESIAN COORDINATES (ANGSTROEM)
C -0.5536 -2.5344 -4.7366
N -1.7954 -2.6806 -3.9140
O -2.2347 -3.7405 -3.6085
O -2.3382 -1.6470 -3.6415
H -0.5926 -1.6074 -5.3118
H -0.4038 -3.4522 -5.2782
H 0.2198 -2.4878 -3.9555
C -3.1892 2.8882 0.6533
N -3.4461 2.1969 1.9868
O -3.5194 2.8686 2.9824
O -3.5863 0.9964 1.9414
H -2.2816 2.5195 0.2310
H -3.0640 3.9277 0.9523
H -3.9285 2.6506 -0.1135
C -1.6495 2.5474 -4.1884
N -2.0560 3.4210 -2.9567
O -3.0559 3.0424 -2.3534
O -1.4445 4.3585 -2.6136
H -2.4999 2.4066 -4.8469
H -1.4559 1.5244 -3.8183
H -0.7262 2.9099 -4.6495
C 2.4004 2.6754 0.9286
N 3.3736 3.3173 1.9184
O 4.5314 2.9785 1.7773
O 2.9379 3.9899 2.8009
H 2.9270 2.6920 -0.0097
H 1.4224 3.1340 0.9713
H 2.2174 1.6343 1.3290
C 1.8241 2.2136 -3.6772
N 3.3103 2.4719 -3.4011
O 4.0919 2.3133 -4.2862
O 3.5530 2.9692 -2.2994
H 1.7755 2.1041 -4.7639
H 1.2759 3.0050 -3.1490
H 1.6474 1.2486 -3.2085
C -1.2563 -0.2634 0.0788
N -0.2831 0.2488 -0.8888
O 0.7359 -0.3956 -0.9917
O -0.6163 1.1592 -1.6142
H -1.6759 -1.1602 -0.3134
H -2.0131 0.4381 0.3642
H -0.6879 -0.5050 0.9653
C -0.2868 -4.1416 -0.5112
N 1.1055 -4.4265 -0.0145
O 1.4328 -4.0277 1.0764
O 1.8121 -5.1120 -0.6728
H -0.3662 -3.0646 -0.7333
H -0.9809 -4.4371 0.2506
H -0.2975 -4.6837 -1.4706
C 2.3485 -2.1910 3.6039
N 1.3359 -1.5977 2.7005
O 1.7564 -0.8817 1.8232
O 0.1647 -1.9398 2.8321
H 1.8841 -2.8273 4.3838
H 2.8479 -1.2528 3.9515
H 2.9545 -2.7136 2.8887
C 4.2098 -1.7013 -1.8501
N 2.9302 -1.6830 -2.5483
O 2.2351 -2.6516 -2.3134
O 2.6761 -0.7576 -3.2873
H 4.9833 -1.5041 -2.5960
H 4.3044 -2.6480 -1.3467
H 4.2257 -0.8815 -1.1518
C -5.4408 -3.6199 0.3405
N -4.0800 -2.9245 0.2567
O -3.3292 -3.1777 1.1489
O -3.8506 -2.2287 -0.6973
H -5.9176 -3.3268 1.2816
H -5.0912 -4.6567 0.4210
H -6.0007 -3.3568 -0.5747
O -0.6902 1.7966 2.3886
C -0.0853 1.7894 3.4018
C -0.6376 1.9111 4.8397
C 0.4612 1.4727 5.7400
C 1.5962 2.0618 4.9752
O 1.2720 1.8540 3.5213
H -0.9436 2.9425 4.9950
H -1.5610 1.3387 4.8859
H 0.3513 1.8288 6.7932
H 0.5276 0.3731 5.8754
H 1.7143 3.1163 5.0372
H 2.5395 1.5528 5.0638

The multiplicity is 1. As for the orbital gap: 10.459 eV. The value obtained for the total energy is -75019.525 eV. As for the highest occupied orbital energy: -10.438 eV.

=====

[2]
# C14H37AlI2OP2Si2

A structure of composition C14H37AlI2OP2Si2 at a distorted geometry (ωB97M-V/def2-TZVPD, OMol25).

CARTESIAN COORDINATES (ANGSTROEM)
I 3.1303 0.8544 -1.5832
I -0.0184 -1.0249 -3.7540
Al 0.7359 -0.0277 -1.4150
P 1.7811 -2.4154 -1.0022
C 0.7052 -3.8648 -1.3153
C 3.2357 -2.7868 -2.0546
H 3.8327 -3.5913 -1.6008
H 2.9764 -3.7141 0.6594
H 3.8494 -1.8809 -2.1534
H 3.0402 -1.9684 1.0408
H 0.4865 -3.9393 -2.3867
H 2.9017 -3.0973 -3.0520
C 2.3947 -2.7816 0.6854
H 1.2069 -4.7817 -0.9719
H 1.5584 -2.9064 1.3850
H -0.2416 -3.7555 -0.7724
P -0.2197 2.0658 -2.1821
C -1.9304 1.9224 -2.7832
C -0.2457 3.3939 -0.9395
H 1.7656 2.6716 -3.4255
H 0.4179 3.8348 -3.6670
H 0.4141 2.2481 -4.5113
C 0.6852 2.7730 -3.5895
H 0.7260 3.4496 -0.4289
H -0.4331 4.3346 -1.4782
H -2.3301 2.9368 -2.9216
H -2.5572 1.3754 -2.0693
H -1.0413 3.2235 -0.2014
H -1.9301 1.3820 -3.7372
C -1.9196 -1.8332 -1.7798
O -2.6335 -2.5697 -2.2948
C -2.8265 1.5971 0.8858
Si -1.9979 -0.0729 1.0849
C -2.0652 -0.5725 2.9201
C -3.3464 -1.2989 0.5314
C -0.1500 -0.1994 0.4578
Si 0.8156 0.6435 1.9299
C 1.1350 -0.5761 3.3492
C 2.5454 1.3406 1.6132
C -0.0181 2.1789 2.6865
H -3.8650 1.4817 1.2296
H -2.8688 1.9592 -0.1459
H -2.3843 2.3781 1.5127
H -3.1204 -0.7766 3.1603
H -1.5091 -1.5037 3.0871
H -1.7081 0.1891 3.6215
H -3.8750 -0.9746 -0.3770
H -2.9689 -2.3239 0.4102
H -4.0946 -1.3405 1.3344
H -0.0036 -1.2961 0.6229
H 1.7227 -1.4413 3.0161
H 1.7285 -0.0414 4.1068
H 0.2383 -0.9478 3.8534
H 2.5698 2.1918 0.9168
H 2.8841 1.7303 2.5973
H 3.2849 0.5890 1.2986
H -0.2182 2.9635 1.9469
H -0.9449 1.9960 3.2407
H 0.6975 2.5999 3.4090

The multiplicity is 1. The calculation puts the relative energy (zero: lowest compared OMol25 entry of this formula, charge and spin) at 0.3 kcal per mole. As for the orbital gap (spin up / spin down): 4.738 / 4.558 eV. The value obtained for the total energy is -74283.760 eV. Its charge is +2. As for the highest occupied orbital energy (spin up / spin down): -15.237 / -15.229 eV.

=====

[3]
# C14H37BeN3O7

A structure of composition C14H37BeN3O7 at a distorted geometry (ωB97M-V/def2-TZVPD, OMol25).

CARTESIAN COORDINATES (ANGSTROEM)
Be 0.4955 0.8821 -1.4557
C -1.5074 3.4732 -4.7718
O -1.9067 2.3305 -4.5831
O -2.2087 4.3443 -5.2381
O -0.3019 3.7484 -4.4445
C -0.1032 5.9571 2.8945
C 0.4931 4.7654 2.1078
C 1.5412 3.9747 2.8799
O 2.0796 2.9912 2.0055
C 3.1676 2.3864 2.6352
N -0.5732 3.8509 1.6823
H 0.7045 6.6083 3.2286
H -0.6402 5.6488 3.7916
H -0.7950 6.5671 2.3135
H 1.0046 5.1307 1.2173
H 1.0071 3.5168 3.7125
H 2.3189 4.6581 3.2209
H 3.6281 1.5898 2.0507
H 2.9432 1.9670 3.6159
H 3.9404 3.1424 2.7742
H -1.3626 4.3602 1.3115
H -1.0405 3.4772 2.4960
C -6.2672 -1.2362 0.8324
C -4.8293 -1.0063 1.3876
C -4.5775 -2.0474 2.5304
O -3.4894 -1.5168 3.3060
C -3.1633 -2.1267 4.5763
N -3.8124 -0.9961 0.3141
H -7.1031 -1.2826 1.5304
H -6.2737 -2.1289 0.2069
H -6.3613 -0.3801 0.1643
H -4.6634 -0.0673 1.9156
H -4.3298 -3.0641 2.2256
H -5.4392 -2.1962 3.1811
H -2.9405 -3.1610 4.3142
H -4.0441 -2.1343 5.2183
H -2.3832 -1.5107 5.0238
H -3.9578 -1.7935 -0.2885
H -4.0144 -0.2680 -0.3562
C 4.7463 -1.4841 -5.4624
C 3.5354 -1.3313 -4.6015
C 3.0218 -2.7277 -4.2019
O 1.8460 -2.5622 -3.4371
C 1.1342 -3.8297 -3.3312
N 3.8460 -0.5701 -3.4255
H 4.6041 -2.0465 -6.3852
H 5.4870 -2.0555 -4.9029
H 5.0890 -0.4831 -5.7245
H 2.7162 -0.8202 -5.1073
H 3.7290 -3.3017 -3.6032
H 2.8573 -3.2503 -5.1442
H 1.7848 -4.6166 -2.9494
H 0.7568 -4.1034 -4.3164
H 0.2699 -3.8004 -2.6676
H 4.2319 0.3163 -3.7179
H 4.6113 -1.0514 -2.9751
C 2.0371 -3.6525 2.0195
O 1.2000 -2.5510 1.7991
H 2.3986 -3.6217 3.0474
H 1.5294 -4.6041 1.8623
H 2.9014 -3.5407 1.3649
H 0.4320 -2.7670 2.3331

The multiplicity is 1. The calculation puts the relative energy (zero: lowest compared OMol25 entry of this formula, charge and spin) at 191.8 kcal per mole. As for the orbital gap: 3.167 eV. The value obtained for the total energy is -34311.729 eV. As for the highest occupied orbital energy: -7.537 eV.

=====

[4]
# C14H37ClN3O8

A cluster of 4 separate species, C14H37ClN3O8 in total at a distorted geometry (ωB97M-V/def2-TZVPD, OMol25).

CARTESIAN COORDINATES (ANGSTROEM)
Cl 2.0957 0.4720 -1.6598
O 2.8070 -0.7328 -1.5902
O 0.7521 0.1747 -2.0574
O 2.0521 1.1415 -0.4077
O 2.7700 1.3457 -2.6064
C -5.3946 2.6869 -0.2752
O -4.1425 2.1704 -0.8081
C -3.0606 2.0969 0.1148
C -1.7610 1.5768 -0.4765
N -1.3684 2.3063 -1.7737
C -0.8274 3.6391 -1.4151
C -0.5931 4.6425 -2.5980
O -1.7426 4.5541 -3.4005
C -1.8425 5.3286 -4.5694
H -5.7085 2.0446 0.5477
H -6.0638 2.7994 -1.1282
H -5.2168 3.6916 0.1082
H -3.4263 1.4965 0.9478
H -2.8160 3.0639 0.5545
H -2.0000 0.5206 -0.6005
H -0.9229 1.7147 0.2067
H -0.6148 1.7914 -2.2063
H 0.0815 3.6794 -0.8147
H -1.5342 4.2611 -0.8659
H 0.2950 4.3963 -3.1802
H -0.4529 5.6261 -2.1497
H -2.9139 5.5173 -4.5014
H -1.7786 4.6039 -5.3811
H -1.1721 6.1718 -4.7357
C 1.1203 0.9534 3.3211
C 1.9356 -0.3139 3.5282
C 1.0894 -1.6650 3.4563
O 0.1146 -1.5422 4.4315
C 0.5114 -1.6812 5.7882
N 2.9206 -0.2992 2.5173
H 0.8741 0.9723 2.2595
H 1.7607 1.7866 3.6105
H 0.2269 1.1217 3.9224
H 2.4306 -0.2166 4.4945
H 1.7246 -2.5469 3.5390
H 0.5695 -1.7598 2.5030
H 0.6753 -0.6316 6.0322
H 1.4509 -2.2016 5.9740
H -0.3224 -2.0878 6.3606
H 3.5558 0.4819 2.5977
H 2.6682 -0.4199 1.5468
C -0.7723 -4.7936 -0.6752
C 0.2501 -3.6806 -0.7281
C 1.6449 -4.2421 -0.6435
O 2.2932 -4.4022 -1.9276
C 3.6258 -4.9683 -1.7600
N 0.1011 -2.8491 -1.9577
H -0.6234 -5.3267 0.2638
H -0.6647 -5.5001 -1.4982
H -1.7816 -4.3897 -0.7537
H -0.0366 -3.1768 0.1950
H 1.7260 -5.1312 -0.0181
H 2.2928 -3.5692 -0.0819
H 4.1608 -4.3758 -1.0178
H 4.1813 -4.9099 -2.6960
H 3.5428 -6.0355 -1.5544
H 0.5853 -1.9993 -1.7055
H 0.6686 -3.3812 -2.6018

The multiplicity is 2. As for the orbital gap (spin up / spin down): 8.460 / 3.550 eV. The value obtained for the total energy is -48475.913 eV. As for the highest occupied orbital energy (spin up / spin down): -8.304 / -8.302 eV.

=====

[5]
# C14H37LiO5

A structure of composition C14H37LiO5 at a distorted geometry (ωB97M-V/def2-TZVPD, OMol25).

CARTESIAN COORDINATES (ANGSTROEM)
Li -0.1979 -0.8049 0.2198
C -0.4739 1.1484 3.7156
C -0.8211 -0.1579 3.0310
O -1.2782 -0.0688 1.7242
H -0.2353 0.9703 4.7727
H -1.3130 1.8456 3.6742
H 0.4061 1.6356 3.2957
H -1.6016 -0.6431 3.6492
H 0.0776 -0.8143 3.1029
C -0.8465 2.0318 -3.2359
C -0.7426 0.6311 -2.6812
C 0.3200 -0.1650 -3.4148
O -0.3469 0.6706 -1.3230
H -0.9908 2.0164 -4.3201
H 0.0311 2.6555 -3.0587
H -1.7154 2.5285 -2.7906
H -1.7239 0.1550 -2.7553
H 0.0360 -0.3088 -4.4560
H 0.4941 -1.1286 -2.9302
H 1.2598 0.3905 -3.3678
H -1.0091 1.1855 -0.7694
C 0.4656 3.1416 0.5660
C -1.0362 3.3517 0.7572
C -1.5290 4.5028 -0.1063
O -1.8041 2.1887 0.4244
H 0.7088 3.1092 -0.5051
H 0.8039 2.2196 1.0253
H 1.0215 4.0091 0.9363
H -1.2216 3.6321 1.8032
H -1.1226 5.4570 0.2343
H -2.6171 4.5521 -0.0418
H -1.2348 4.3699 -1.1498
H -1.6205 1.4335 1.1058
C 3.1739 -0.4112 1.8844
C 2.5201 -0.5477 0.5276
C 3.5267 -0.6423 -0.6182
O 1.6452 -1.7040 0.5071
H 3.5165 -1.3888 2.2541
H 2.4752 -0.0609 2.6482
H 4.0485 0.2378 1.8727
H 1.8709 0.3124 0.3318
H 3.0034 -0.7213 -1.5724
H 4.1730 -1.5217 -0.4893
H 4.1900 0.2218 -0.6684
H 2.2109 -2.4789 0.6110
C -1.4327 -3.9885 0.9525
C -0.8851 -3.6846 -0.4415
C -1.4861 -4.5744 -1.4995
O -1.1438 -2.2939 -0.8023
H -1.0536 -3.2774 1.6794
H -1.0943 -4.9928 1.2357
H -2.5225 -4.0263 0.9075
H 0.2009 -3.7866 -0.4430
H -1.2806 -5.6260 -1.3235
H -1.1322 -4.2357 -2.4730
H -2.5687 -4.3987 -1.5184
H -2.0978 -2.1511 -0.6944

The multiplicity is 1. The calculation puts the relative energy (zero: lowest compared OMol25 entry of this formula, charge and spin) at 0.0 kcal per mole. As for the orbital gap: 7.920 eV. The value obtained for the total energy is -25562.579 eV. As for the highest occupied orbital energy: -7.670 eV.

=====

[6]
# C14H38HgNO9S5

A structure of composition C14H38HgNO9S5 at a distorted geometry (ωB97M-V/def2-TZVPD, OMol25).

CARTESIAN COORDINATES (ANGSTROEM)
Hg 0.4344 0.5320 0.1583
O 2.3418 3.8038 -1.4210
C 1.6549 2.7703 -0.8620
O 2.2515 2.0016 -0.0495
O 0.4730 2.6051 -1.2235
H 3.0937 3.9618 -0.8365
C 0.7449 0.9907 -4.2987
S 0.1263 -0.4231 -3.3909
O -0.1521 0.1056 -2.0529
C -1.4216 -0.5962 -4.2893
H 0.0506 1.8200 -4.1713
H 0.8832 0.7385 -5.3499
H 1.6980 1.2546 -3.8456
H -2.0910 -1.2340 -3.7166
H -1.1504 -1.0379 -5.2461
H -1.8936 0.3782 -4.4238
C -2.6263 -2.9545 0.3168
S -0.8626 -3.0595 0.0971
O -0.3531 -1.7005 0.3101
C -0.5060 -3.9921 1.5990
H -3.0013 -2.4991 -0.6047
H -2.9224 -2.3201 1.1521
H -3.1342 -3.9183 0.3799
H 0.5557 -4.2147 1.6313
H -1.0653 -4.9219 1.4856
H -0.8480 -3.3939 2.4403
C 4.3960 -2.3528 -0.2816
S 3.1875 -1.7602 -1.4728
O 2.1735 -1.0069 -0.7034
C 4.2260 -0.5796 -2.3410
H 5.2251 -2.8269 -0.8046
H 3.8423 -3.1014 0.2856
H 4.7548 -1.5634 0.3761
H 4.4325 0.2976 -1.7278
H 3.5734 -0.2185 -3.1427
H 5.0834 -1.0888 -2.7683
C 2.5720 -2.1808 3.7585
S 1.9825 -0.5041 3.5327
O 1.6223 -0.2660 2.1191
C 3.5595 0.2764 3.7921
H 1.7322 -2.8509 3.5924
H 2.8295 -2.2449 4.8216
H 3.4729 -2.4648 3.2162
H 4.0462 -0.0804 4.6987
H 3.5265 1.3628 3.7279
H 4.2573 0.0215 2.9798
C -2.9877 1.2647 2.9628
S -1.2369 1.1850 3.2376
O -0.6174 1.6152 1.9559
C -1.0979 2.5801 4.3706
H -3.2659 0.4513 2.2953
H -3.3190 2.2127 2.5315
H -3.5844 1.1425 3.8722
H -1.9949 2.6042 4.9818
H -1.0383 3.4701 3.7424
H -0.1895 2.4654 4.9521
C -3.1673 0.6445 -0.8196
O -2.1162 0.7476 -0.2278
N -3.6509 1.5547 -1.6760
C -2.8490 2.7626 -1.9332
C -4.7612 1.2706 -2.5610
H -3.8177 -0.2486 -0.7274
H -1.7985 2.5919 -1.7082
H -3.1902 3.5853 -1.3007
H -2.9627 3.0437 -2.9777
H -5.5937 0.8397 -2.0018
H -5.0372 2.1558 -3.1173
H -4.4992 0.4968 -3.2980

The multiplicity is 1. The calculation puts the relative energy (zero: lowest compared OMol25 entry of this formula, charge and spin) at 12.1 kcal per mole. As for the orbital gap: 9.189 eV. The value obtained for the total energy is -93394.113 eV. Its charge is +1. As for the highest occupied orbital energy: -10.922 eV.